Entry 1:
{
  "formula": "C18H44N8O11",
  "method": "ωB97M-V/def2-TZVPD",
  "species": ["O", "O", "O", "O", "O", "O", "O", "O", "O", "O", "O", "N", "N", "N", "N", "N", "N", "N", "N", "C", "C", "C", "C", "C", "C", "C", "C", "C", "C", "C", "C", "C", "C", "C", "C", "C", "C", "H", "H", "H", "H", "H", "H", "H", "H", "H", "H", "H", "H", "H", "H", "H", "H", "H", "H", "H", "H", "H", "H", "H", "H", "H", "H", "H", "H", "H", "H", "H", "H", "H", "H", "H", "H", "H", "H", "H", "H", "H", "H", "H", "H"],
  "positions_angstrom": [[-0.7928, 2.5588, 2.8745], [0.2845, 0.6940, 2.9486], [-1.1258, -0.7877, 0.5395], [-2.3969, -2.1163, 4.3294], [3.1464, 1.7070, 1.4117], [2.9769, 0.0905, -2.7298], [-2.3852, 0.6308, -2.3411], [0.0936, -2.0096, -4.1632], [0.8119, -1.4943, -0.0549], [0.9915, -1.4728, 5.3856], [2.7094, -2.3571, 4.4438], [-3.4354, -0.2210, 3.6416], [-0.9438, -3.2091, -2.4717], [1.7274, 1.0394, -4.4639], [-0.0697, -0.6599, -0.0229], [0.0390, 1.8226, 3.3472], [4.1205, -0.4049, 1.4547], [-2.1517, 2.8674, -2.8663], [1.5039, -2.2681, 4.6028], [3.3902, 0.6057, 0.9170], [0.6396, -3.0979, 3.7024], [-2.0392, 3.3998, -1.5128], [-2.8666, -1.4237, 3.4464], [4.7224, -0.2737, 2.7769], [-2.4029, 1.5733, -3.1287], [-3.9468, 0.5769, 2.5641], [-2.0587, -3.2047, -1.5467], [1.0465, 0.9070, -5.7241], [-0.8277, -2.1531, -3.3285], [0.8363, 2.2541, 4.5436], [-3.3316, 0.4155, 4.9776], [2.3845, 0.0028, -3.8381], [-2.5304, 3.8182, -3.9099], [0.2217, 0.7066, -0.5793], [4.0860, -1.7204, 0.8679], [1.8589, 2.3657, -3.8836], [-0.0210, -4.3171, -2.6247], [5.5832, 0.4211, 2.7704], [-2.9418, -1.8174, 2.3913], [5.0499, -1.9559, 0.3685], [1.1913, 1.3202, 5.0461], [1.5370, 1.5521, -6.4941], [-3.8424, 0.0042, 1.6165], [3.2218, -1.7463, 0.1985], [3.9044, -0.1276, 3.4837], [-3.3839, 1.4772, 2.4585], [3.8070, -2.4372, 1.6087], [1.2077, -4.0007, 3.6401], [3.0974, 0.3954, -0.1394], [-1.1083, 3.9242, -1.3398], [-1.6612, -1.4479, -3.2030], [5.0532, -1.2517, 3.0875], [-2.4501, 1.0070, 5.0247], [2.2664, -0.9496, -4.3283], [0.0407, 1.2691, -5.6225], [-1.7554, 4.5471, -4.1223], [-0.3520, 0.7314, -1.4843], [-2.5978, 1.5554, -4.2218], [1.6495, 2.9294, 4.2095], [-4.1490, 1.0246, 5.1745], [-2.9584, 3.9599, -1.2938], [-0.5609, -5.2359, -2.8197], [2.4390, 2.3414, -2.9492], [0.2605, 2.9341, 5.2088], [2.3966, 3.1374, -4.4731], [1.2802, 0.7132, -0.7904], [-2.6710, -4.0984, -1.7588], [0.8216, 2.7236, -3.6634], [1.1324, -0.1099, -6.1071], [-1.7412, -3.2435, -0.5070], [-3.2859, -0.3982, 5.7642], [-2.1548, 2.5714, -0.8750], [0.5037, -4.5046, -1.6657], [-2.6644, -2.3405, -1.6805], [-0.0853, 1.3714, 0.2094], [0.6285, -4.0264, -3.4870], [-2.7897, 3.3339, -4.8136], [-3.4233, 4.4539, -3.6823], [-4.9775, 0.9248, 2.7177], [-0.3509, -3.3318, 4.1533], [0.5681, -2.4451, 2.8052]],
  "charge": 0,
  "smiles": "C[N+](=O)[O-].C[N+](=O)[O-].C[N+](=O)[O-].CN(C)C=O.CN(C)C=O.CN(C)C=O.CN(C)C=O.CN(C)C=O",
  "gap_ev": 9.19,
  "de_lowest_kj_mol": 0.0
}

---

Entry 2:
{
  "formula": "C31H75GaI2NO24S8",
  "method": "ωB97M-V/def2-TZVPD",
  "species": ["I", "I", "Ga", "S", "S", "S", "S", "S", "S", "S", "S", "O", "O", "O", "O", "O", "O", "O", "O", "O", "O", "O", "O", "O", "O", "O", "O", "O", "O", "O", "O", "O", "O", "O", "O", "N", "C", "C", "C", "C", "C", "C", "C", "C", "C", "C", "C", "C", "C", "C", "C", "C", "C", "C", "C", "C", "C", "C", "C", "C", "C", "C", "C", "C", "C", "C", "C", "H", "H", "H", "H", "H", "H", "H", "H", "H", "H", "H", "H", "H", "H", "H", "H", "H", "H", "H", "H", "H", "H", "H", "H", "H", "H", "H", "H", "H", "H", "H", "H", "H", "H", "H", "H", "H", "H", "H", "H", "H", "H", "H", "H", "H", "H", "H", "H", "H", "H", "H", "H", "H", "H", "H", "H", "H", "H", "H", "H", "H", "H", "H", "H", "H", "H", "H", "H", "H", "H", "H", "H", "H", "H", "H"],
  "positions_angstrom": [[1.2325, -3.3111, 1.5055], [2.4075, -6.4858, 2.6652], [-1.2242, -3.3395, 4.1909], [3.8558, 2.9400, -7.5950], [1.0854, 9.6854, -7.6488], [-0.7190, -3.0618, 6.4603], [-4.8176, -4.8366, 12.2396], [-2.5769, 2.2011, -3.7912], [2.9907, 8.1709, -3.1957], [-3.2977, -8.5016, 3.9136], [5.7277, -3.5697, -0.2950], [-2.1635, 0.9631, -4.7132], [-3.8908, -5.5473, 11.1688], [-3.2962, 3.1458, -4.5956], [3.7653, 6.9764, -3.0401], [-1.9735, -3.2698, 7.1982], [3.3920, 9.1934, -4.1134], [2.4258, 2.9375, -7.5365], [1.4704, 9.1555, -9.1026], [-2.3422, -9.3076, 4.6079], [5.8842, -4.6544, 0.6213], [4.3748, 4.3936, -7.2168], [-2.9170, -7.6842, 2.8070], [-5.9176, -4.2129, 11.5692], [-4.5256, -9.4284, 3.4657], [4.5396, -2.7810, -0.3140], [6.0183, -4.1014, -1.7723], [-4.0070, -4.1025, 13.1608], [4.6227, 1.9655, -6.8871], [-0.1791, 10.3484, -7.7104], [0.2968, -3.9863, 6.9775], [2.7632, 8.8266, -1.7591], [1.3229, 8.6411, -6.7027], [-1.4374, 2.6122, -3.0307], [-3.3874, 0.9004, 0.1862], [-3.1913, -0.0481, 2.2529], [5.2696, -5.2453, -2.2226], [2.3570, 10.8932, -7.5062], [-0.0695, -1.4051, 6.8275], [-2.6525, -1.4483, 2.3601], [-2.6877, 0.5223, 1.0822], [-5.3820, -6.3053, 13.0347], [-1.4819, -1.5090, 3.3613], [3.8442, -4.8884, -2.5984], [-0.5789, 8.1301, -9.9857], [7.1187, -2.4959, -0.1673], [0.0152, 1.5631, -5.6763], [3.9208, 9.0955, -0.9493], [4.6739, 10.3278, -1.4130], [-2.2426, -3.8585, 10.4565], [-4.3562, -10.2335, 2.2896], [-4.1673, -7.5186, 5.0864], [0.3308, -4.2692, 3.2117], [0.8612, 7.9313, -9.5550], [-3.4963, -11.4562, 2.5482], [-1.4445, 1.2417, -5.9276], [3.9237, 4.9571, -5.9637], [-5.2787, -0.6267, 3.4886], [4.6469, 4.3689, -4.7705], [-3.6937, 1.3413, -2.7419], [-4.6509, -0.0030, 2.2418], [0.7660, -5.4313, 3.6003], [0.1739, -6.1745, 4.7535], [4.3714, 2.9501, -9.2797], [-1.1876, 0.6554, 0.9237], [-3.3863, -4.7610, 10.0572], [1.3146, 7.7359, -3.5139], [0.9420, 7.1643, -8.7825], [3.8154, 3.7153, -9.8146], [-4.9291, 1.0512, 2.2387], [7.0918, -1.7878, -0.9917], [4.1288, 6.0249, -6.0241], [5.4670, 10.5747, -0.7064], [-2.5754, -3.0716, 11.1352], [-6.2654, -0.2253, 3.6910], [-5.3572, -10.5453, 1.9937], [-0.7808, -0.6616, 6.4826], [-2.2252, -1.7390, 1.3963], [-0.9676, 7.2174, -10.4382], [-3.1743, 0.5065, -2.2833], [-5.4459, -1.6862, 3.2824], [-3.0398, -5.4793, 9.3174], [-3.9505, -9.6288, 1.4761], [0.1239, 2.5057, -5.1408], [5.1283, 10.1678, -2.3904], [5.7272, 4.4308, -4.9080], [0.7991, -6.0442, 5.6323], [-5.1075, -0.4202, 1.3402], [-0.9885, 1.4442, 0.2071], [5.2935, -6.0311, -1.4652], [8.0278, -3.0908, -0.1932], [-0.8415, -5.8208, 4.9150], [3.2691, -4.5866, -1.7232], [-4.9214, -6.9342, 4.5666], [3.5478, 9.2527, 0.0612], [4.3714, 4.9041, -3.8656], [-2.4668, -11.1746, 2.7666], [0.7015, 8.6303, -3.4416], [-1.4654, -4.4249, 10.9718], [5.4399, 3.1461, -9.3171], [4.3975, 3.3166, -4.6322], [0.8715, -1.3488, 6.2907], [-4.6334, -0.5993, 4.3625], [-3.4917, -12.1081, 1.6735], [-1.5209, 0.3403, -6.5344], [-5.9939, -6.0036, 13.8820], [-3.4406, -6.8620, 5.5622], [-0.6980, 0.8094, 1.8774], [-4.0247, 2.0333, -1.9731], [3.3204, 10.3909, -7.4942], [5.7979, -5.6219, -3.0977], [-0.8208, -0.2692, 0.4762], [-3.8703, -12.0139, 3.4073], [-4.6213, -8.1741, 5.8256], [-1.9383, 2.0454, -6.4778], [0.5559, 1.6469, -6.6176], [-4.5383, 0.9989, -3.3350], [1.2616, 7.3327, -4.5228], [2.2831, 11.5794, -8.3462], [-1.6904, -0.7400, 4.1087], [3.9986, 11.1790, -1.5034], [0.4795, 0.7876, -5.0662], [-0.5628, -1.2005, 2.8677], [3.8297, -4.0548, -3.3014], [2.1959, 11.4252, -6.5713], [-1.2132, 8.3839, -9.1371], [-4.5194, -6.8701, 13.3786], [4.5713, 8.2195, -0.9224], [1.4558, 7.5990, -10.4044], [7.0353, -1.9699, 0.7810], [-2.5008, -4.2704, 4.0165], [0.1288, -7.2420, 4.5432], [-3.4230, -2.1796, 2.5815], [2.8424, 4.8399, -5.8705], [3.3462, -5.7464, -3.0510], [0.9995, 6.9888, -2.7897], [4.1568, 1.9665, -9.6917], [-1.8172, -3.3898, 9.5701], [-0.6556, 8.9460, -10.7049], [0.1012, -1.3812, 7.8991], [-4.1984, -4.1938, 9.6017], [-5.9709, -6.8842, 12.3285]],
  "charge": -1,
  "gap_ev": 7.00
}

---

Entry 3:
{
  "formula": "C3H7ClO2S",
  "method": "ωB97M-V/def2-TZVPD",
  "species": ["Cl", "S", "O", "O", "C", "C", "C", "H", "H", "H", "H", "H", "H", "H"],
  "positions_angstrom": [[3.7634, -0.2459, -0.5547], [-0.3919, -1.1344, 1.0607], [1.8398, 1.3582, -1.0502], [0.7207, -1.8850, 0.0758], [2.1840, 0.4391, -0.4043], [-1.5556, 1.1873, 0.3324], [-1.4215, -0.2494, -0.2591], [-0.8942, -0.4030, -1.2914], [-2.1886, -0.8963, -0.2365], [-2.3447, 1.2228, 1.0284], [-1.6350, 1.9298, -0.5355], [1.0067, -2.7632, 0.4809], [1.5696, 0.0482, 0.4801], [-0.6527, 1.3917, 0.8735]],
  "charge": 0,
  "smiles": "O=CCl.CCSO",
  "gap_ev": 9.03,
  "de_lowest_kj_mol": 91.3
}

---

Entry 4:
{
  "formula": "C4H8N2O3",
  "method": "ωB97M-V/def2-TZVPD",
  "species": ["O", "O", "O", "N", "N", "C", "C", "C", "C", "H", "H", "H", "H", "H", "H", "H", "H"],
  "positions_angstrom": [[-0.9466, -0.6608, -0.3480], [-0.6283, 1.5762, -0.1961], [2.7733, -1.2269, 0.1664], [1.1727, 0.1561, 0.0167], [1.5675, -1.1159, -0.0391], [2.1244, 1.2613, 0.1976], [-0.2041, 0.4319, -0.2245], [-2.3309, -0.4280, -0.5197], [-3.0473, -0.2579, 0.7907], [1.5846, 2.2053, 0.1837], [2.8274, 1.2814, -0.6689], [-2.7512, -1.3387, -1.0141], [-2.5341, 0.3853, -1.2569], [-2.8602, -1.0685, 1.5145], [2.5939, 1.1869, 1.1829], [-2.7513, 0.7407, 1.1507], [-4.1303, -0.2257, 0.6228]],
  "charge": 0,
  "smiles": "CCOC(=O)N(C)N=O",
  "gap_ev": 10.20,
  "de_lowest_kj_mol": 318.8
}

---

Entry 5:
{
  "formula": "C33H36AuN5O2SeSi",
  "method": "ωB97M-V/def2-TZVPD",
  "species": ["Au", "Se", "Si", "O", "O", "N", "N", "N", "N", "N", "C", "C", "C", "C", "C", "C", "C", "C", "C", "C", "C", "C", "C", "C", "C", "C", "C", "C", "C", "C", "C", "C", "C", "C", "C", "C", "C", "C", "C", "C", "C", "C", "C", "H", "H", "H", "H", "H", "H", "H", "H", "H", "H", "H", "H", "H", "H", "H", "H", "H", "H", "H", "H", "H", "H", "H", "H", "H", "H", "H", "H", "H", "H", "H", "H", "H", "H", "H", "H"],
  "positions_angstrom": [[0.0960, -0.2854, -0.2270], [2.9958, 1.1540, 0.6493], [-1.2578, 1.7143, -2.7294], [-0.4683, -4.3186, 0.1948], [-4.2565, 1.2960, 1.1320], [4.3097, 1.3623, -0.4726], [-1.9812, 1.2422, 1.5993], [2.0335, 0.1992, -0.5175], [0.5418, -2.2476, 0.3842], [-1.7792, -1.0352, 0.0797], [-3.0902, 2.0064, -2.4661], [4.0060, 0.7416, -1.5989], [-2.5324, -0.2511, 3.8943], [4.0182, -3.5151, 0.1147], [-1.9322, 1.9247, 2.8121], [-0.4640, -3.1007, 0.1174], [4.4447, 0.0158, -3.8322], [-1.7325, 3.1869, 5.3085], [2.1159, -3.8638, -1.4925], [1.8633, -2.6426, 0.7091], [-4.0976, -0.9864, -0.3241], [2.6733, -3.3340, -0.2001], [-2.9445, -0.3750, 0.1403], [-1.7581, -2.3604, -0.1882], [-2.1822, 1.2088, 3.9953], [3.7211, -2.4100, 2.2198], [-0.5182, 3.2144, -3.5722], [-3.0864, 0.8803, 1.0155], [-4.0610, -2.3042, -0.7490], [4.8736, 0.6745, -2.7329], [-2.0839, 1.8490, 5.2244], [-1.4794, 3.8873, 4.1415], [4.5462, -3.0537, 1.3109], [1.4819, -1.4714, 2.9088], [-1.0562, 0.2619, -3.9043], [-2.8855, -3.0290, -0.5967], [3.1505, -0.6046, -3.8764], [2.2981, -0.5712, -2.8249], [-0.3769, 1.5422, -1.0701], [-1.5646, 3.2760, 2.8946], [2.7151, 0.1041, -1.6476], [2.3778, -2.1926, 1.9305], [-1.2813, 4.0586, 1.6361], [1.3242, -1.0373, -2.8663], [0.6191, -2.0833, 3.1752], [4.1190, -2.0718, 3.1705], [2.9076, -4.2951, -2.1051], [0.5066, 3.0193, -3.9061], [2.0270, -1.2244, 3.8192], [0.5599, 2.1084, -1.1126], [-1.7620, -0.7930, 3.3344], [-1.3795, -0.6849, -3.4547], [-2.8102, -4.0949, -0.7607], [2.8427, -1.1143, -4.7809], [-1.3673, 5.1314, 1.8171], [-1.1136, 3.4806, -4.4513], [-1.6586, 3.6760, 6.2727], [1.6236, -3.0728, -2.0694], [-3.4593, 1.5975, -1.5243], [4.6589, -4.0256, -0.5956], [-4.9555, -2.7854, -1.1236], [-2.6276, -0.7002, 4.8845], [-0.4994, 4.0823, -2.9064], [-1.9737, 3.7801, 0.8390], [-1.0099, 2.0157, -0.3229], [-1.6693, 0.4323, -4.7939], [5.0906, -0.0509, -4.6981], [-3.3093, 3.0783, -2.4565], [5.5963, -3.1957, 1.5346], [-1.2238, 4.9423, 4.1959], [1.3636, -4.6269, -1.2952], [1.0771, -0.5402, 2.4940], [-3.4755, -0.3975, 3.3585], [-3.6736, 1.5554, -3.2758], [-0.2654, 3.8638, 1.2754], [-2.2893, 1.2851, 6.1294], [-0.0216, 0.1550, -4.2357], [-5.0082, -0.4064, -0.2756], [5.8436, 1.1491, -2.6802]],
  "charge": 0,
  "gap_ev": 4.82,
  "de_lowest_kj_mol": 0.0
}

---

Entry 6:
{
  "formula": "C4H7NOS",
  "method": "ωB97M-V/def2-TZVPD",
  "species": ["S", "O", "N", "C", "C", "C", "C", "H", "H", "H", "H", "H", "H", "H"],
  "positions_angstrom": [[0.5894, -1.3718, 2.9091], [-0.7461, 0.1687, 1.1843], [-0.0594, 1.5448, -1.1768], [-0.4447, -0.1714, 2.4743], [-0.2149, -0.5112, 0.1685], [-0.2906, 0.0769, -1.2312], [1.0286, -0.5287, -0.7027], [-0.4415, -1.6245, 0.2767], [-0.9086, 2.0201, -1.3653], [0.3829, 2.0491, -1.9353], [-0.8211, -0.5497, -2.0318], [1.1211, -1.5796, -1.1859], [2.0211, 0.1273, -0.6940], [-1.2162, 0.3502, 3.3100]],
  "charge": 0,
  "smiles": "N[C@H]1C[C@H]1OC=S",
  "gap_ev": 9.24,
  "de_lowest_kj_mol": 382.9
}

---

Number 1: maximum force 0.0607 Eh/bohr. Number 2: maximum force 0.0356 Eh/bohr. Number 3: maximum force 0.0891 Eh/bohr. Number 4: maximum force 0.0515 Eh/bohr. Number 5: maximum force 0.0197 Eh/bohr. Number 6: maximum force 0.0883 Eh/bohr.